C25H22BrN5O6Sc | wB97M-V/def2-TZVPD

Output
Molar mass (g/mol): 613.340
Calculated total energy (a.u.): -5025.954327
HOMO level (Eh): -0.3984
Lowest unoccupied orbital energy (eV): -3.76
HOMO-LUMO gap (Ha): 0.2602
Charge: +1

```
60
C25H22BrN5O6Sc | OMol25 | wB97M-V/def2-TZVPD
Sc -0.21817 -0.13625 0.49734
Br 3.40510 -4.87044 -4.13219
C 2.61466 -3.80642 -2.76959
C 3.07586 -3.93489 -1.45287
C 2.54677 -3.14350 -0.47015
C 1.51968 -2.20507 -0.73844
O 1.09214 -1.44284 0.21287
C 0.99237 -2.14919 -2.07082
C -0.12042 -1.33798 -2.43155
N -0.78496 -0.57782 -1.60821
C -1.90922 0.14300 -2.02666
C -2.68946 -0.15430 -3.13126
C -3.76032 0.66600 -3.50923
C -4.08471 1.78517 -2.79196
C -3.37852 2.08543 -1.60842
C -3.71723 3.16960 -0.77360
C -3.02034 3.36952 0.38887
C -1.98234 2.49052 0.71842
N -1.62649 1.47513 -0.04447
C -2.29772 1.25292 -1.20489
C 1.60178 -2.93378 -3.07300
H 3.85132 -4.64951 -1.22210
H 2.91488 -3.19998 0.54393
H -0.40028 -1.39137 -3.48906
H -2.48823 -1.04101 -3.71285
H -4.33417 0.40132 -4.38298
H -4.88779 2.43438 -3.10562
H -4.52868 3.82188 -1.05962
H -3.25945 4.17969 1.05615
H -1.42260 2.62308 1.64001
H 1.25571 -2.84700 -4.09182
C 1.12945 3.04147 -1.85473
C 1.71622 2.55298 -0.58372
N 1.20168 1.59895 0.17744
C 1.97796 1.54230 1.31575
C 2.99036 2.46843 1.21283
N 2.79341 3.09536 0.01227
C 4.13908 2.88686 2.07691
O 4.28889 2.26104 3.21577
O 4.85382 3.77140 1.67912
C 1.54262 0.67888 2.46431
O 2.26871 0.55084 3.44329
O 0.37277 0.18449 2.32902
H 0.50149 2.26562 -2.28960
H 1.89962 3.33172 -2.56629
H 0.51332 3.91929 -1.64869
H 3.40769 3.83493 -0.30461
H 3.59565 1.56738 3.42228
C -0.31947 -3.22400 2.31334
N -1.25338 -2.41397 3.06248
C -1.24731 -2.53393 4.50456
C -1.91197 -1.43933 2.47812
O -1.82339 -1.13458 1.27115
H -0.42287 -4.26701 2.60911
H 0.70701 -2.89560 2.49671
H -0.54289 -3.13133 1.24715
H -0.81484 -3.48726 4.79555
H -2.26204 -2.46929 4.89342
H -0.64510 -1.73682 4.94585
H -2.61562 -0.89511 3.12497
```

These are the Mulliken partial charges, in e, on atoms 1 to 5: -0.302 -0.172 -0.379 -0.458 -0.823